1.
A structure of composition C54H56IN12O2Y, computed with the ωB97M-V functional and the def2-TZVPD basis.

The geometry in XYZ format:
```
126
Properties=species:S:1:pos:R:3:forces:R:3:mulliken_charge:R:1
I 0.428860 4.890288 -4.603983 -0.2 -0.2 0.1 0.01
Y -0.106113 -0.171742 -0.207622 -0.7 0.4 0.4 -0.76
O -3.585903 4.431001 -1.365492 -0.1 0.1 0.1 -0.45
O -4.362882 4.437485 2.930240 0.1 0.1 0.0 -0.69
N 2.359027 0.184612 -2.533964 0.1 -0.3 0.1 -0.38
N 2.075330 1.401274 2.475933 0.1 0.0 0.3 0.82
N -0.907933 -1.561518 1.736571 0.4 0.3 -0.4 0.17
N 1.981864 0.227312 1.832064 -0.1 -0.3 0.0 0.69
N 1.147254 -2.212313 0.114621 0.0 0.2 0.1 1.76
N -3.974969 5.112568 0.818920 0.1 0.0 0.0 -0.05
N -1.444101 2.019955 -2.002535 0.1 -0.1 0.0 1.22
N -2.679887 -0.174108 0.032230 0.2 -0.2 -0.3 1.23
N 1.177329 1.934564 -0.174748 -0.3 0.0 -0.4 0.32
N -1.209848 -1.131184 -2.128732 0.0 0.0 0.3 0.57
N -0.823561 2.013808 1.182260 0.2 -0.2 0.0 1.30
N 2.451060 1.487662 -2.859777 -0.3 0.2 -0.2 0.99
C 0.961513 2.282476 2.369707 -0.4 -0.1 -0.3 -0.28
C -2.320554 3.712322 1.999255 0.1 0.0 0.3 1.39
C 1.774587 -4.846672 2.664325 0.1 0.2 0.0 -0.72
C 1.671792 -4.422972 3.978439 0.1 -0.1 0.1 -0.59
C 1.492256 -3.830593 -1.829083 -0.2 0.1 0.1 -0.95
C -0.069947 4.622385 3.001802 0.1 0.0 -0.1 1.84
C 4.516296 4.215867 -1.502393 0.0 0.1 0.0 0.29
C 1.099305 -3.225853 4.389244 0.0 -0.1 -0.1 -0.88
C 2.879562 2.450723 -1.905944 0.2 0.2 0.4 -0.08
C 0.452111 4.143660 0.632208 0.0 0.0 0.0 -0.18
C 4.111087 4.216038 -0.176119 0.0 0.0 0.0 -1.54
C -0.728892 2.647841 3.699729 -0.2 0.0 0.2 -0.94
C -2.151766 -1.605656 2.503808 -0.1 0.1 0.1 -1.71
C -2.680372 1.918205 -2.485157 0.0 -0.1 0.0 -0.59
C -5.247145 -2.464011 -1.299987 0.1 0.2 0.0 -0.70
C 3.914538 3.281392 -2.326113 0.1 0.0 0.0 -0.53
C -4.690773 -1.446244 -3.467841 0.0 -0.2 0.1 -0.73
C -1.960187 2.857191 1.043717 -0.1 0.0 -0.2 -1.91
C -2.533368 -1.157262 -2.124877 0.0 -0.2 0.1 0.12
C 1.021507 -2.846296 1.258092 0.0 0.1 0.0 0.29
C -4.255909 -1.948570 -0.503644 -0.1 -0.2 0.1 -0.65
C -3.621010 4.450481 1.964465 -0.2 -0.1 -0.3 -0.78
C -3.182931 5.335261 -0.345220 0.0 0.0 0.0 -0.31
C 3.112714 -0.410237 2.094032 0.1 0.1 -0.1 -0.39
C 2.076647 -2.759334 -0.862993 -0.2 -0.1 -0.2 -1.68
C -0.941262 3.525068 -3.776312 0.2 0.2 -0.1 -0.95
C -0.589816 2.821035 -2.635827 0.0 0.2 -0.1 0.41
C 0.125528 5.792103 3.953261 0.0 -0.1 0.0 -1.58
C -3.353658 -1.119531 -3.272882 0.1 0.0 -0.1 -0.60
C -3.505648 0.162629 1.186751 0.0 -0.1 0.2 -1.34
C -1.478080 3.903036 3.222610 -0.1 -0.1 -0.2 -0.54
C -0.565013 -1.685371 -3.310861 -0.1 -0.2 0.0 0.37
C 3.087286 3.398562 0.256463 0.0 -0.1 -0.1 0.33
C 0.651400 3.321332 3.472186 0.2 0.0 0.1 -1.30
C -0.039152 -3.865286 -1.996756 0.1 0.0 -0.2 -0.57
C 5.595629 5.138736 -2.004728 0.0 -0.1 0.0 -1.70
C 2.509331 0.417820 -4.778141 0.0 0.0 0.0 -1.80
C 1.541340 -4.143559 1.494581 0.0 -0.2 0.0 -0.41
C -0.417859 1.660590 2.568209 0.2 0.0 0.1 -0.53
C 3.950110 0.363589 2.913312 0.0 0.0 0.1 -1.60
C -2.203761 3.364662 -4.324471 0.0 0.0 0.0 -0.49
C -3.190783 -1.036253 -0.801881 0.0 0.3 -0.1 1.25
C 2.421657 -0.462321 -3.691632 0.1 0.1 0.1 -0.38
C -5.540959 -2.130621 -2.623509 -0.1 0.0 -0.2 -0.68
C 0.364272 -2.329613 3.642767 0.1 0.1 0.1 -0.06
C 2.524232 1.660503 -4.200662 0.0 -0.1 -0.2 -0.16
C 0.534550 2.655607 0.880712 0.4 0.3 -0.1 1.30
C -3.092962 2.541512 -3.653434 0.0 0.0 -0.2 -1.30
C -3.012745 -0.350682 2.549078 0.1 0.0 -0.2 -0.28
C 2.344872 2.543943 -0.595896 0.0 -0.1 0.1 -0.52
C -0.578158 -3.222222 -3.278750 0.0 0.1 0.2 -1.19
C 3.241633 1.519308 3.144459 0.1 -0.1 -0.1 0.02
C 0.203817 5.023417 1.591112 0.0 0.1 0.1 -1.76
C 0.107283 -2.238112 2.250830 -0.2 -0.1 0.0 0.71
H 4.921847 0.106277 3.297521 0.0 0.0 0.0 0.46
H -0.092864 -1.525959 4.212403 0.0 0.0 0.0 0.33
H -0.555211 6.602563 3.683818 0.0 0.0 0.0 0.42
H -2.138043 5.177617 -0.085201 0.1 0.0 0.0 0.15
H 2.541993 0.174414 -5.825859 0.0 0.0 0.0 0.47
H 2.410287 -1.538289 -3.726401 0.0 -0.1 0.1 0.51
H -5.929002 -3.155226 -0.815839 0.0 0.0 0.1 0.43
H 2.156597 -5.852123 2.520581 0.0 0.0 0.0 0.36
H -2.496111 2.763018 0.107652 0.0 0.0 0.0 0.16
H 1.391797 3.448083 4.260310 0.0 0.0 0.0 0.43
H -4.527996 -0.183363 1.017073 0.0 0.0 0.0 1.25
H 5.718612 5.982916 -1.326857 0.0 0.0 0.0 0.39
H -1.616663 -3.543816 -3.402808 0.0 0.0 -0.1 0.40
H 0.446508 -1.312408 -3.356812 0.0 0.0 0.0 -1.05
H -2.750385 -2.407783 2.053038 0.0 0.0 0.0 0.24
H -0.521219 -3.395105 -1.138757 0.0 -0.1 0.1 0.06
H -4.916970 5.472191 0.821090 0.0 0.0 0.1 0.29
H -3.168051 4.685236 -2.196926 0.0 0.0 0.0 0.28
H 0.157508 6.084519 1.358201 0.0 0.0 0.0 0.29
H -3.368259 1.322612 -1.900679 0.0 0.0 0.0 0.71
H 1.815755 -4.816447 -1.490107 0.0 0.0 0.0 0.42
H -1.972047 -1.916625 3.535987 0.0 0.0 0.0 1.04
H 2.940166 -3.203873 -0.356161 0.0 0.1 0.0 0.71
H -5.080326 -1.217622 -4.454812 0.0 0.0 0.0 0.38
H -0.357637 -4.909726 -2.004627 0.0 0.0 0.0 0.47
H -0.081306 5.502751 4.985072 0.0 0.0 0.0 0.47
H 0.604581 4.472518 -0.389789 0.0 0.0 0.0 0.53
H -0.015029 -3.595560 -4.141007 0.0 0.0 0.0 0.52
H 1.170970 -3.002455 5.448685 -0.1 0.0 0.0 0.38
H -1.035305 2.220057 4.651377 0.0 -0.1 0.0 0.22
H 0.394131 2.918263 -2.198293 0.0 0.0 0.0 -0.06
H -2.068550 4.381742 4.002046 0.1 0.0 0.0 1.01
H 2.584213 2.636039 -4.651066 0.0 0.0 0.1 0.51
H 4.282971 3.176795 -3.339917 0.0 0.0 0.0 0.67
H 1.778067 -4.694281 0.593220 0.0 0.0 0.0 0.14
H -6.494916 -2.454619 -3.021182 0.0 0.0 0.0 0.37
H 2.841087 3.431804 1.304987 -0.1 0.1 0.0 0.43
H -2.849985 -0.740824 -4.155030 0.0 0.0 0.0 0.35
H -1.056274 -1.378266 -4.237202 0.2 0.1 0.0 0.68
H 3.497317 2.404987 3.701158 -0.1 0.0 0.0 0.41
H 6.557778 4.626421 -2.080564 0.0 0.0 0.0 0.31
H -4.270711 -2.275495 0.529840 0.0 0.0 0.0 0.21
H 5.347321 5.531620 -2.991590 0.0 0.0 0.0 0.38
H -0.512549 0.601419 2.788480 0.0 0.0 0.0 -0.14
H 2.449826 -1.908715 -1.419033 0.1 0.1 -0.2 0.30
H -2.496143 0.447167 3.083629 0.0 0.0 0.0 0.01
H -3.554540 1.248903 1.240865 -0.1 0.0 0.0 -0.53
H 2.050390 -5.084056 4.748283 0.0 0.0 0.0 0.34
H 1.149822 6.166575 3.894532 0.0 0.0 0.0 0.39
H 1.952472 -3.694473 -2.812380 0.1 0.0 0.0 0.48
H -4.098713 2.400903 -4.025447 0.0 0.0 0.1 0.51
H -3.889747 -0.597459 3.152416 0.0 0.1 0.0 0.54
H -2.488772 3.876278 -5.234152 0.0 0.0 0.0 0.45
H -3.319932 6.368444 -0.679939 0.0 0.0 0.0 0.49
H 3.293396 -1.388805 1.679762 -0.1 0.0 0.0 0.40
H 4.608867 4.862955 0.538482 0.0 0.0 0.0 0.42
```
Positions in Å, forces in eV/Å.

Values from the calculation:
E   -3234.8749 Ha
Highest occupied orbital energy   -6.65 eV
Kohn-Sham gap   6.852 eV
Molar mass   1120.93 g/mol
Largest force on an atom   0.9 eV/Å

***

2.
A structure of composition C54H56N14O2P2Pb, computed with the ωB97M-V functional and the def2-TZVPD basis.

The geometry in XYZ format:
```
129
Properties=species:S:1:pos:R:3:forces:R:3:mulliken_charge:R:1
Pb 0.554105 0.690476 0.992471 0.1 -0.1 0.1 2.30
P -2.111209 -1.439515 1.279489 0.0 0.0 0.0 -0.07
P 2.426693 -1.798863 2.771025 0.0 0.0 0.0 -0.24
O -0.738369 1.607315 -0.570047 -0.1 -0.1 -0.1 -0.52
O 0.602911 8.019572 2.382636 0.0 0.0 0.0 -0.34
N -5.113569 0.444126 -4.193192 0.0 0.1 -0.1 -0.46
N -4.487790 6.528938 0.642665 0.0 0.0 0.1 -0.44
N 0.167894 -1.640661 0.054328 -0.1 0.0 -0.1 0.63
N 1.847615 0.503591 -1.125534 0.0 0.0 0.0 0.72
N -2.604601 -0.599392 -1.337198 0.1 -0.1 0.0 1.27
N 1.355042 -1.725387 -2.009366 0.0 0.0 0.0 -0.22
N -0.956691 -3.690480 -0.096637 0.0 0.0 0.0 -0.05
N 1.963245 2.831762 0.898631 0.0 0.0 0.0 0.09
N -4.752476 5.429023 0.137038 0.1 0.0 -0.1 -0.58
N -1.339348 2.401205 1.975489 0.0 0.0 0.0 0.41
N 2.643003 2.823771 -1.394608 0.0 0.0 0.0 -0.41
N -6.428428 -1.367427 -3.626052 0.1 -0.1 0.0 -0.50
N -4.401260 -1.111324 -2.560733 0.1 0.0 0.1 -0.02
N 2.322100 -3.735548 0.899157 0.0 0.0 0.0 0.09
C 3.062133 -2.814096 4.217184 0.0 0.0 0.0 2.09
C 2.319582 5.575055 0.944481 0.0 0.0 0.0 -0.60
C 2.905034 -0.820735 -4.399009 0.0 0.0 0.0 -0.15
C -3.033853 7.483486 2.303443 0.0 0.0 0.0 -0.53
C 2.891945 -5.844372 0.019032 0.0 0.0 0.0 -0.63
C 2.457321 1.602671 -1.739769 0.0 0.0 0.0 -0.31
C -1.790571 7.870451 2.791754 0.0 0.0 0.0 -0.62
C 0.034895 -3.614290 -1.195906 0.0 0.0 0.0 0.49
C -5.258382 -0.673521 -3.432763 -0.1 0.1 -0.2 0.47
C -3.069067 3.879578 1.148334 0.0 0.0 0.0 0.83
C -2.655159 -2.678223 3.733969 0.0 0.0 0.0 -1.67
C -2.022952 6.713706 0.269757 0.1 0.0 0.0 0.00
C 1.770579 3.536209 2.019875 0.0 0.0 0.0 -0.50
C 2.599876 -0.121393 -3.248316 0.0 0.0 0.0 0.00
C -3.260225 -0.332375 -2.454244 -0.2 0.0 0.1 -1.18
C 2.029372 -4.746148 -0.042896 0.0 0.0 0.0 0.62
C -2.041752 2.930116 0.942513 0.0 0.0 0.0 0.43
C -3.054637 -1.535853 -0.305365 0.0 0.0 0.0 -1.65
C 3.955600 1.205186 -5.220059 0.0 0.0 0.0 -0.68
C -3.334555 -2.286597 2.419478 0.0 0.0 0.0 2.18
C 1.865795 -0.519584 -2.024067 0.0 0.0 0.0 -0.63
C -3.154154 6.868518 1.071266 0.0 0.0 -0.1 -0.29
C 2.349266 3.465579 -0.210405 0.0 0.0 0.0 0.05
C -0.657516 -2.564167 0.813353 0.0 0.0 0.0 -0.21
C 3.700250 -1.822822 5.195420 0.0 0.0 0.0 -1.79
C -3.741723 4.408549 0.018153 -0.1 0.0 0.1 0.13
C 1.076101 -5.705844 -2.031093 0.0 0.0 0.0 -0.93
C 2.822452 -6.874061 -0.899002 0.0 0.0 0.0 -0.72
C 0.108740 -3.238571 2.000123 0.0 0.0 0.0 -0.35
C -0.790421 7.121952 0.732575 0.0 0.0 0.0 -0.17
C -0.931925 -4.854357 0.707443 0.0 0.0 0.0 -1.26
C 1.933444 4.899797 2.100554 0.0 0.0 0.0 -0.79
C -1.641251 2.743394 3.199852 0.0 0.0 0.0 -0.71
C 0.563724 -2.202406 -1.036452 0.0 0.0 0.0 -1.18
C 3.598511 -0.132844 -5.388494 0.0 0.0 0.0 -0.67
C 3.928325 -1.497527 1.771262 0.0 0.0 0.0 -1.22
C -3.382857 4.208709 2.487489 0.0 0.0 0.0 -0.76
C -2.678649 3.642421 3.510580 0.0 0.0 0.0 -1.41
C -4.045117 -3.503431 1.826494 0.0 0.0 0.0 -1.67
C -0.663047 7.679437 2.005290 0.0 0.0 0.0 0.57
C 4.083484 -3.877373 3.823845 0.0 0.0 0.0 -1.74
C 1.611844 -3.131340 1.753379 0.0 0.0 0.0 -0.17
C 3.633046 1.895633 -4.056795 0.0 0.0 0.0 -0.09
C 1.860302 -3.478959 4.892678 0.0 0.0 0.0 -1.84
C 2.952601 1.196243 -3.080432 0.0 0.0 0.0 -0.13
C 1.102448 -4.676045 -1.093390 0.0 0.0 0.0 0.02
C 1.915368 -6.802203 -1.946764 0.0 0.0 0.0 -0.75
C -0.417617 -4.649553 1.913074 0.0 0.0 0.0 -1.02
C 2.535194 4.857702 -0.208380 0.0 0.0 0.0 -0.62
C -3.475499 3.897336 -1.223378 0.0 0.0 0.0 -0.64
C -1.706883 2.468663 -0.378403 0.1 0.0 0.0 -0.43
C 0.761874 8.618280 3.654276 0.0 0.0 0.0 -1.03
C -4.366297 -1.191387 2.735748 0.0 0.0 0.0 -1.76
C -2.463274 2.950692 -1.431980 0.0 0.1 0.0 -0.40
H -6.791471 -1.349802 -4.566186 0.0 0.0 0.0 0.25
H -3.423485 -2.914210 4.475658 0.0 0.0 0.0 0.58
H 2.972067 -1.089500 5.547237 0.0 0.0 0.0 0.39
H -5.116587 -1.593697 3.422198 0.0 0.0 0.0 0.53
H -4.192655 4.895229 2.692857 0.0 0.0 0.0 0.62
H -0.111212 -2.736840 2.942202 0.0 0.0 0.0 1.19
H 1.427820 -4.260598 4.264109 0.0 0.0 0.0 0.27
H -4.647787 -3.240482 0.957064 0.0 0.0 0.0 0.32
H 2.848547 5.326995 -1.129766 0.0 0.0 0.0 0.54
H 4.339963 -4.476792 4.702601 0.0 0.0 0.0 0.53
H 3.863783 -0.638502 -6.308118 0.0 0.0 0.0 0.42
H 3.695219 -4.546290 3.054842 0.0 0.0 0.0 0.23
H 4.629472 -0.885523 2.340387 0.0 0.0 0.0 0.45
H -6.397789 -2.286003 -3.210530 0.0 0.0 0.0 0.25
H -1.303828 -5.784747 0.300881 0.0 0.0 0.0 0.60
H 3.633863 -0.933228 0.883354 0.0 0.0 0.0 0.10
H 5.004947 -3.429597 3.449468 0.0 0.0 0.0 0.32
H -5.937156 0.957073 -4.454412 0.0 -0.1 0.0 0.25
H -1.724731 8.326591 3.768580 0.0 0.0 0.0 0.46
H -2.105699 6.273875 -0.714120 0.0 0.0 0.0 0.50
H -2.904914 3.869886 4.543353 0.0 0.0 0.0 0.51
H 3.494675 -7.717849 -0.811579 0.0 0.0 0.0 0.40
H 4.490394 1.712265 -6.013107 0.0 0.0 0.0 0.40
H -4.888083 -0.840234 1.844309 0.0 0.0 0.0 0.30
H -1.768197 -0.056230 -1.168772 0.0 0.1 0.0 -0.32
H -3.014997 -2.558128 -0.683551 0.0 0.0 0.0 0.64
H 1.824505 8.816011 3.766861 0.0 0.0 0.0 0.24
H 1.865933 -7.585974 -2.690761 0.0 0.0 0.0 0.42
H -2.046500 -1.862351 4.133724 0.0 0.0 0.0 0.30
H 4.091126 -2.361010 6.063601 0.0 0.0 0.0 0.47
H -3.337584 -4.277956 1.533249 0.0 0.0 0.0 0.16
H -3.893997 -0.329263 3.211503 0.0 0.0 0.0 0.38
H 3.633044 -5.859513 0.808195 0.0 0.0 0.0 0.47
H -2.260409 2.563254 -2.421507 0.0 0.0 0.0 0.54
H -1.055155 2.288626 3.994276 0.0 0.0 0.0 0.50
H 4.532863 -1.284134 4.738942 0.0 0.0 0.0 0.33
H -4.099096 -1.320802 -0.077936 0.0 0.0 0.0 0.90
H -4.718423 -3.928797 2.577412 0.0 0.0 0.0 0.55
H 3.896517 2.934732 -3.912759 0.0 0.0 0.0 0.54
H 0.430987 7.948724 4.453399 0.0 0.0 0.0 0.39
H 2.440362 6.649928 0.958060 0.0 0.0 0.0 0.57
H 2.179559 -3.948707 5.827162 0.0 0.0 0.0 0.59
H -0.328722 -5.387993 2.696322 0.0 0.0 0.0 0.36
H 0.359082 -5.639739 -2.841332 0.0 0.0 0.0 0.43
H -4.038659 4.277116 -2.068373 0.0 0.0 0.0 0.44
H 2.610367 -1.855102 -4.513090 0.0 0.0 0.0 0.59
H 0.210936 9.559646 3.722714 0.0 0.0 0.0 0.39
H -3.925817 7.651031 2.894597 0.0 0.0 0.0 0.43
H 1.751200 5.423056 3.028685 0.0 0.0 0.0 0.48
H -2.029769 -3.562677 3.619076 0.0 0.0 0.0 0.24
H -0.454583 -3.698163 -2.167712 0.0 0.0 0.0 0.94
H 1.452511 2.963360 2.886249 0.0 0.0 0.0 0.58
H -4.289080 0.979836 -3.954300 0.1 -0.1 0.1 0.27
H 4.403697 -2.421709 1.447441 0.0 0.0 0.0 0.38
H 1.078563 -2.753732 5.132113 0.0 0.0 0.0 0.28
H 0.094477 7.010152 0.119823 0.0 0.0 0.0 0.48
```
Positions in Å, forces in eV/Å.

Values from the calculation:
Relative energy (zero: lowest compared OMol25 entry of this formula, charge and spin)   46.19 kcal/mol
E   -3883.9719 Ha
Highest occupied orbital energy   -6.87 eV
Kohn-Sham gap   6.417 eV
Molar mass   1202.29 g/mol
Largest force on an atom   0.2 eV/Å